Record 1
Below is a 2-piece molecular cluster, C4H7N3O overall in a non-equilibrium geometry, with properties calculated with ωB97M-V/def2-TZVPD.

```
! RIJCOSX wB97M-V def2-TZVPD def2/J DEFGRID3
* xyz 0 1
C 0.3710 -1.6053 0.9224
C -0.8152 1.4200 -0.5790
C -0.4541 0.9136 -1.7429
C -0.1574 -0.5990 -1.4284
H 1.0930 -1.1926 1.6550
H 0.9863 -2.4225 0.3181
H -0.3854 -2.0638 1.4981
H 0.6960 2.1668 0.6751
H 0.4957 0.6718 2.6264
H -1.0976 2.3537 -0.3601
H -0.8832 0.8052 -2.8247
N 0.0836 -0.5889 -0.1714
N -0.6534 0.5565 0.4336
N 0.5937 1.0816 1.1181
O 0.1270 -1.4970 -2.1403
*
```

Gap between HOMO and LUMO (eV): 8.729

---

Record 2
Below is a 2-piece molecular cluster, CH4FOPS overall in a non-equilibrium geometry, with properties calculated with ωB97M-V/def2-TZVPD.

```
! RIJCOSX wB97M-V def2-TZVPD def2/J DEFGRID3
* xyz 0 1
C 0.3464 -1.2569 -0.4078
P 0.4904 0.5482 -0.8208
O -0.2328 1.3577 0.2371
S 1.0888 1.3685 -2.4255
H 0.1496 -1.7347 -1.3137
H 1.1949 -1.5287 0.0606
H -0.5337 -1.3187 0.3953
F -1.3647 1.2710 2.5914
H -1.1389 1.2934 1.6834
*
```

SMILES string: CP(=O)=S.F
Gap between HOMO and LUMO (eV): 9.368

---

Record 3
Below is C39H55ClF3N4OZr as an isolated structure in a non-equilibrium geometry, with properties calculated with ωB97M-V/def2-TZVPD.

```
! RIJCOSX wB97M-V def2-TZVPD def2/J DEFGRID3
* xyz 3 1
Zr 0.0592 0.0061 0.5871
C 0.0632 -1.7849 2.1874
C -1.2221 -1.1448 2.1862
C -1.0317 0.1857 2.6859
C 0.3966 0.3205 2.9070
C 1.0538 -0.9126 2.6765
C 2.5006 -1.2963 2.9001
C 3.1827 -1.6440 1.5618
C 2.4931 -2.5515 3.7957
C 3.2564 -0.1673 3.5997
C -2.0316 1.2268 3.2342
C -1.2636 2.3530 3.9412
C -2.9628 1.8986 2.2018
C -2.8332 0.4755 4.3171
C -2.3515 -1.9084 1.4815
C -2.7142 -3.1359 2.3326
C -3.6264 -1.1288 1.1581
C -1.7458 -2.3990 0.1297
H 0.2344 -2.8243 1.9403
H 0.8556 1.1670 3.3974
H 2.5217 -2.2042 0.8843
H 4.0423 -2.2891 1.7419
H 3.5484 -0.7573 1.0434
H 2.1313 -3.4319 3.2621
H 1.8840 -2.4092 4.6893
H 3.5129 -2.7624 4.1163
H 3.2240 0.7663 3.0288
H 4.3042 -0.4425 3.7128
H 2.8583 0.0270 4.5969
H -0.6078 2.9047 3.2602
H -0.6770 1.9928 4.7875
H -1.9859 3.0683 4.3328
H -2.5658 2.8709 1.9046
H -3.9398 2.0825 2.6474
H -3.1298 1.3132 1.3035
H -2.1678 0.0340 5.0611
H -3.4548 -0.3200 3.9084
H -3.4862 1.1812 4.8296
H -3.2073 -2.8253 3.2539
H -1.8408 -3.7318 2.5978
H -3.4060 -3.7726 1.7799
H -4.0447 -0.6164 2.0179
H -4.3770 -1.8354 0.8037
H -3.4794 -0.3982 0.3582
H -1.1358 -3.2950 0.2279
H -1.0816 -1.6349 -0.3848
H -2.5302 -2.5797 -0.6048
C 7.6558 1.3029 -3.1617
C 6.4336 1.3365 -2.2322
C 6.9235 1.1200 -0.7939
C 5.5201 0.1537 -2.6014
C 5.6958 2.7129 -2.3871
O 4.9573 2.7883 -3.5907
C 6.6986 3.8911 -2.2892
C 6.1508 5.3267 -2.2072
C 5.2347 5.7526 -3.3350
C 3.9233 6.1045 -3.0884
C 3.0605 6.4748 -4.1195
C 3.5227 6.4922 -5.4149
Cl 2.4534 6.9396 -6.7098
C 4.8388 6.1710 -5.6836
C 5.6870 5.8093 -4.6415
C 4.6497 2.9804 -1.3025
N 3.4990 2.0428 -1.2062
C 2.9555 1.6187 -0.0926
N 1.8601 0.8785 -0.3822
C 1.8238 0.9207 -1.7736
N 2.7879 1.6145 -2.2800
H 8.0902 0.3035 -3.1444
H 8.4343 1.9992 -2.8553
H 7.3964 1.5162 -4.2018
H 7.4808 0.1838 -0.7398
H 6.0927 1.0295 -0.0839
H 7.5912 1.9088 -0.4472
H 6.1296 -0.7146 -2.8489
H 4.8837 0.3730 -3.4568
H 4.8834 -0.1450 -1.7601
H 5.5434 2.6477 -4.3444
H 7.3252 3.8215 -3.1791
H 7.3640 3.7408 -1.4354
H 7.0264 5.9778 -2.1865
H 5.6467 5.5060 -1.2530
H 3.5605 6.1214 -2.0624
H 2.0378 6.7665 -3.9194
H 5.1987 6.2164 -6.7024
H 6.7230 5.5756 -4.8640
H 4.2015 3.9533 -1.4903
H 5.1260 2.9800 -0.3237
H 3.3405 1.8352 0.8910
H 1.0856 0.4249 -2.3888
F -3.4016 4.6176 -3.5308
C -2.8427 4.9445 -2.3746
F -1.9289 5.8875 -2.5685
F -3.7778 5.3987 -1.5416
C -2.1907 3.7172 -1.7299
C -1.2012 3.8963 -0.7656
C -0.6514 2.7817 -0.1854
N -1.0401 1.5246 -0.5160
C -2.0144 1.3650 -1.4417
C -2.6032 2.4360 -2.0740
H -0.8650 4.8856 -0.4844
H 0.1267 2.8825 0.5694
H -2.3098 0.3504 -1.6834
H -3.3652 2.2752 -2.8250
*
```

Gap between HOMO and LUMO (eV): 2.772

---

Record 4
Below is a 3-piece molecular cluster, C3H12NO4 overall in a non-equilibrium geometry, with properties calculated with ωB97M-V/def2-TZVPD.

```
! RIJCOSX wB97M-V def2-TZVPD def2/J DEFGRID3
* xyz 0 2
O -0.6887 0.6950 2.3507
C 0.6104 0.2378 2.2399
C 0.6813 -0.9680 1.3238
N -0.1865 -0.5404 0.1119
C -0.5536 -1.8921 -0.6401
O 1.5884 0.9203 2.4767
H -0.6566 1.5773 2.7306
H 0.6601 -2.0343 1.6758
H 1.7770 -1.0278 0.8799
H -1.0695 -0.0635 0.3544
H 0.4305 0.1433 -0.3960
H 0.2027 -2.2279 -1.3098
H -1.3654 -1.6065 -1.3356
H -0.7466 -2.6656 0.0845
H -0.6902 2.8646 -1.4019
H -0.1570 3.2160 -0.0280
O -0.0067 2.6236 -0.7752
H 0.7258 0.0442 -2.5020
H -0.3227 0.5890 -3.3583
O -0.2326 0.1149 -2.4814
*
```

⟨S²⟩: 0.752
Gap between HOMO and LUMO (alpha / beta) (eV): 3.445 / 9.748

---

Record 5
Below is one molecule with the formula C5H7NO in a non-equilibrium geometry, with properties calculated with ωB97M-V/def2-TZVPD.

```
! RIJCOSX wB97M-V def2-TZVPD def2/J DEFGRID3
* xyz 0 1
C -2.7859 -0.2726 -0.1415
N -1.6892 0.2102 0.6574
C -1.0477 1.1585 0.0991
C 0.3682 1.0386 0.2801
C 1.3541 0.3876 0.0232
C 2.6709 -0.2355 -0.1293
O 2.8050 -1.5046 0.4955
H -2.2863 -1.0074 -0.7990
H -3.3013 0.4833 -0.7802
H -3.4394 -0.8217 0.5327
H -1.3668 1.8771 -0.6908
H 3.3644 0.5493 0.2480
H 2.8796 -0.4098 -1.2003
H 2.4744 -1.4532 1.4051
*
```

SMILES string: C/N=C/C#CCO
Gap between HOMO and LUMO (eV): 9.784

---

Record 6
Below is one molecule with the formula C3H4N2O, with properties calculated with ωB97M-V/def2-TZVPD.

```
! RIJCOSX wB97M-V def2-TZVPD def2/J DEFGRID3
* xyz 0 1
O 2.0746 -0.0098 -0.1066
C 0.7145 0.0743 -0.0384
C -0.0357 1.2159 -0.3901
N -1.3325 1.0164 -0.1995
N -1.4182 -0.2314 0.2621
C -0.2142 -0.8504 0.3877
H 2.3231 -0.9018 -0.3746
H 0.3369 2.1584 -0.7673
H -2.3275 -0.6126 0.4621
H -0.1211 -1.8591 0.7647
*
```

SMILES string: Oc1cn[nH]c1
Gap between HOMO and LUMO (eV): 9.611

---

Listing ΔE to the lowest compared entry with this formula, charge and spin for the structures above in their given order: 812.5; 165.6; 0.0; 199.0; 380.0; 125.3 kJ/mol.